# 1
{
  "formula": "C37H42AsF6N5OS3TeTi",
  "method": "ωB97M-V/def2-TZVPD",
  "elements": ["Ti", "C", "C", "N", "C", "S", "N", "N", "C", "C", "C", "C", "C", "C", "C", "N", "H", "H", "H", "H", "H", "H", "H", "H", "H", "H", "H", "H", "H", "C", "C", "C", "C", "C", "C", "C", "C", "S", "C", "N", "C", "C", "C", "C", "C", "C", "C", "C", "H", "H", "H", "H", "H", "H", "H", "H", "H", "H", "H", "H", "H", "H", "H", "H", "O", "S", "C", "C", "C", "C", "H", "H", "H", "H", "H", "H", "H", "H", "Te", "C", "C", "C", "C", "C", "C", "H", "H", "H", "H", "H", "F", "As", "F", "F", "F", "F", "F"],
  "xyz": [[-0.89026, 0.28560, 0.47041], [-3.11628, 2.62371, -3.64381], [-1.71768, 3.20695, -3.79370], [-0.64955, 2.21119, -3.71612], [-0.51759, 1.49710, -2.51913], [-0.53089, 2.35876, -1.01228], [-0.36302, 0.23042, -2.58278], [-0.13049, -0.40504, -1.36772], [0.24803, -1.68432, -1.55174], [0.44842, -2.20995, -2.94435], [0.46696, -2.49795, -0.47272], [0.77115, -3.90630, -0.48209], [0.25862, -4.68897, 0.49295], [-0.73348, -4.09022, 1.35918], [-0.83503, -2.76296, 1.45984], [0.19499, -1.93077, 0.83701], [-3.87389, 3.40591, -3.72580], [-3.31422, 1.87365, -4.41365], [-3.22743, 2.14774, -2.66826], [-1.61229, 3.71760, -4.75490], [-1.53834, 3.95265, -3.02059], [-0.69923, 1.53893, -4.47382], [1.11556, -1.55786, -3.50643], [0.85022, -3.21973, -2.91874], [-0.50557, -2.22034, -3.47246], [1.39391, -4.32533, -1.26295], [0.47416, -5.74770, 0.54473], [-1.46287, -4.71380, 1.86251], [-1.60252, -2.24347, 2.00902], [2.75324, 2.65195, -5.13359], [3.34518, 1.33286, -5.62854], [4.69275, 1.62820, -6.30062], [2.38249, 0.72802, -6.66091], [3.54094, 0.33395, -4.48938], [4.15668, -0.90512, -4.74956], [4.33729, -1.86049, -3.77071], [3.88516, -1.58375, -2.48286], [3.86756, -2.56933, -1.05609], [2.98333, -1.27561, -0.22583], [2.81197, -0.20285, -0.90203], [3.27328, -0.35971, -2.20262], [3.10335, 0.59643, -3.20330], [2.63836, -1.48154, 1.20417], [3.70314, -1.35916, 2.09287], [3.54265, -1.53912, 3.45732], [2.28328, -1.85952, 3.93186], [1.21362, -1.98677, 3.06263], [1.35836, -1.80068, 1.68739], [2.65743, 3.34136, -5.97666], [3.38079, 3.12725, -4.37650], [1.76137, 2.50809, -4.70031], [4.55680, 2.34407, -7.11530], [5.14533, 0.72803, -6.71955], [5.39571, 2.05710, -5.58380], [2.21954, 1.42983, -7.48336], [1.41809, 0.50732, -6.19896], [2.77506, -0.20039, -7.07993], [4.49399, -1.13006, -5.75437], [4.80145, -2.81003, -4.00557], [2.60448, 1.51962, -2.94489], [4.67901, -1.11450, 1.69100], [4.38642, -1.43637, 4.12700], [2.12059, -2.01247, 4.99246], [0.23865, -2.23236, 3.45335], [0.91845, 1.05088, 1.21488], [1.38459, 2.00962, 2.29086], [0.20209, 3.39497, 2.32447], [-0.22410, 3.58818, 3.77274], [-0.38981, 2.18217, 4.34182], [0.85653, 1.41332, 3.92836], [-0.63985, 3.06075, 1.71594], [0.67543, 4.25166, 1.84966], [-1.15094, 4.16085, 3.81561], [0.53916, 4.14167, 4.32946], [-1.26318, 1.70769, 3.90258], [-0.50675, 2.18985, 5.42702], [0.70850, 0.34298, 3.81157], [1.70472, 1.59634, 4.59128], [2.29434, 3.64087, -0.92837], [1.32158, 5.36179, -1.64164], [1.08812, 6.46541, -0.82267], [0.44900, 7.59362, -1.31749], [0.02968, 7.63350, -2.64014], [0.25420, 6.53887, -3.46386], [0.89826, 5.41279, -2.97108], [1.40625, 6.43769, 0.21250], [0.27217, 8.44140, -0.66663], [-0.47337, 8.51198, -3.02490], [-0.07753, 6.55858, -4.49530], [1.05676, 4.55383, -3.61195], [-2.30546, -0.74432, 0.06230], [-4.08908, 0.86666, 2.16960], [-2.14445, 1.62329, 1.01610], [-1.04614, -0.12811, 2.30662], [-3.53083, 2.09096, 3.27438], [-5.57662, 0.65682, 3.10652], [-4.86320, 1.96725, 1.08295]],
  "total_charge": -1,
  "e_homo_ev": [-3.990, -4.069],
  "lumo_ev": [2.17, 1.29],
  "gap_ev": [6.160, 5.361],
  "de_lowest_kj_mol": 41.52,
  "s2": 0.76,
  "multiplicity": 2
}

***

# 2
{
  "formula": "C37H42FeN4O2",
  "method": "ωB97M-V/def2-TZVPD",
  "elements": ["Fe", "C", "C", "C", "C", "C", "C", "C", "C", "C", "C", "C", "C", "N", "C", "O", "C", "C", "C", "C", "C", "N", "C", "O", "N", "C", "C", "C", "C", "C", "C", "C", "C", "C", "C", "C", "C", "H", "H", "H", "H", "H", "H", "H", "H", "H", "H", "H", "H", "H", "H", "H", "H", "H", "H", "H", "H", "H", "H", "H", "H", "H", "H", "H", "H", "H", "H", "H", "H", "H", "H", "H", "H", "H", "N", "C", "C", "C", "C", "C", "C", "H", "H", "H", "H", "H"],
  "xyz": [[0.14762, -0.38510, 0.39995], [1.77352, -1.63841, -5.36567], [1.71792, -0.56236, -4.27560], [1.73031, 0.84329, -4.89000], [2.83925, -0.73722, -3.25984], [4.14676, -0.49160, -3.66575], [5.20882, -0.53768, -2.77571], [4.94662, -0.82881, -1.44499], [3.66014, -1.11465, -0.99935], [3.42631, -1.40272, 0.47313], [4.46872, -2.34872, 1.06814], [3.36337, -0.09161, 1.26652], [2.57486, -1.08362, -1.91194], [1.25676, -1.25742, -1.46102], [0.47269, -2.15043, -2.06270], [0.78349, -3.05356, -2.85216], [-1.01126, -1.91665, -1.79863], [-2.01787, -2.68072, -2.36752], [-3.33098, -2.30260, -2.13374], [-3.59773, -1.18108, -1.35740], [-2.52219, -0.48991, -0.82974], [-1.29103, -0.87061, -1.06079], [-2.65284, 0.77668, 0.00258], [-3.78781, 1.25921, 0.15093], [-1.48860, 1.23136, 0.45860], [-1.40838, 2.52165, 0.99531], [-1.65932, 3.66868, 0.20930], [-1.54146, 4.93177, 0.78171], [-1.16115, 5.09896, 2.10433], [-0.87091, 3.97244, 2.86213], [-0.98270, 2.69115, 2.33207], [-0.71183, 1.47670, 3.20322], [-1.97181, 1.08451, 3.97864], [0.48362, 1.65126, 4.13896], [-2.00631, 3.56105, -1.26643], [-1.00986, 4.33683, -2.13386], [-3.44332, 4.01758, -1.54169], [0.97434, -1.48778, -6.10147], [1.65423, -2.62481, -4.91319], [2.73480, -1.60218, -5.89285], [0.77633, -0.66757, -3.74449], [2.64623, 1.02181, -5.46359], [1.66538, 1.60913, -4.11067], [0.87848, 0.97100, -5.56811], [4.34086, -0.24298, -4.70498], [6.22180, -0.34478, -3.11136], [5.76936, -0.84575, -0.73607], [2.45571, -1.87862, 0.57149], [5.47707, -1.91682, 1.05354], [4.49056, -3.29087, 0.51278], [4.21610, -2.57291, 2.10784], [4.26672, 0.50932, 1.10661], [3.24597, -0.28916, 2.33732], [2.50926, 0.51770, 0.94782], [-1.74254, -3.54176, -2.96281], [-4.14547, -2.87894, -2.55372], [-4.59822, -0.82750, -1.14865], [-1.75161, 5.81018, 0.17668], [-1.08957, 6.08943, 2.53726], [-0.56251, 4.09376, 3.89647], [-0.49605, 0.64175, 2.55483], [-2.24015, 1.87122, 4.69633], [-1.81159, 0.14676, 4.52103], [-2.81133, 0.94098, 3.29129], [0.26560, 2.35219, 4.95447], [1.35991, 2.02081, 3.59662], [0.74168, 0.68620, 4.58579], [-1.92732, 2.51406, -1.54692], [-1.06575, 5.41352, -1.94032], [-1.22171, 4.17364, -3.19596], [0.01503, 4.01018, -1.93628], [-3.57798, 5.06548, -1.24551], [-4.14020, 3.39638, -0.97649], [-3.67989, 3.93098, -2.60915], [-0.02381, -1.71011, 1.62572], [-0.20747, -3.02403, 1.73542], [-1.47349, -3.65843, 1.45862], [-1.64475, -5.03451, 1.48817], [-0.60478, -5.90261, 1.83779], [0.62301, -5.32398, 2.18290], [0.81669, -3.95145, 2.15766], [-2.30531, -3.00617, 1.19714], [-2.61675, -5.45102, 1.23049], [-0.74059, -6.97886, 1.83525], [1.44919, -5.96854, 2.47427], [1.77396, -3.52832, 2.43959]],
  "total_charge": -2,
  "e_homo_ev": [-0.133, -0.500],
  "lumo_ev": [4.54, 4.54],
  "gap_ev": [4.678, 5.041],
  "s2": 6.02,
  "multiplicity": 5
}